C41H59BMgN10OS5 | the ωB97M-V functional and the def2-TZVPD basis

Structure (XYZ):
```
118
Properties=species:S:1:pos:R:3:forces:R:3
Mg 0.1340 1.8474 -1.6709 -0.39 -0.35 0.42
C 4.4584 -0.6206 1.7519 -0.30 -0.41 -0.44
C 3.0688 -0.9474 2.2234 0.59 0.12 -0.27
C 2.8255 -1.7086 3.3112 -0.74 -0.19 0.50
C 1.4612 -1.9399 3.7408 0.55 -0.12 0.02
N 0.4634 -1.4052 3.1039 0.15 0.10 -0.06
N 0.7327 -0.6458 2.0120 -0.31 -0.46 0.62
B -0.4650 0.0756 1.4471 -0.14 0.23 0.04
N -0.4648 1.5505 1.6928 -0.44 -0.52 -0.08
N -1.2654 0.8820 2.5618 0.08 0.33 -0.06
C -2.0769 1.4891 3.3776 0.03 -0.86 -0.22
C -2.0271 2.9069 3.3736 0.25 0.11 0.11
C -1.1940 3.5933 2.5448 -0.26 0.44 -0.68
C -1.1770 5.1017 2.4910 -0.10 -0.72 -0.01
C -0.4276 2.8547 1.5227 0.32 1.17 0.29
S 0.4181 3.6357 0.2799 -0.43 -0.24 0.23
C -2.9380 0.6779 4.3159 -0.11 0.29 -0.06
C -2.9597 -0.8056 3.9846 -0.13 0.15 -0.83
C -2.3297 0.8772 5.6937 -0.01 -0.03 0.70
C -4.3616 1.2307 4.2984 -0.19 0.34 -0.40
N -1.3221 -0.6567 0.4248 0.24 -0.33 0.14
N -1.2420 -1.9809 0.7502 -0.58 0.24 -0.52
C -2.0943 -2.7841 0.1859 0.09 -0.63 0.07
C -3.0244 -2.3511 -0.7965 0.32 0.71 0.30
C -3.0779 -1.0463 -1.1539 0.27 0.37 0.23
C -4.0362 -0.5340 -2.1826 0.03 -0.35 0.21
C -2.1843 -0.1365 -0.4698 -0.43 0.58 -0.02
S -2.3137 1.5643 -0.7283 0.31 -0.61 -0.04
C -2.0991 -4.2306 0.6764 -0.33 0.14 -0.34
C -2.7772 -5.1449 -0.3608 0.06 -0.02 0.39
C -2.9110 -4.2463 1.9741 0.26 -0.32 0.61
C -0.6702 -4.6786 0.9455 0.22 -0.64 -0.53
C 1.9474 -0.4086 1.5212 0.01 0.43 -0.46
S 2.0984 0.5782 0.1408 0.10 -0.36 -0.16
C 1.1091 -2.7962 4.9713 0.34 0.18 -0.45
C 0.5961 -1.8746 6.0797 -0.30 -0.13 0.41
C 2.3474 -3.5623 5.4413 0.26 -0.38 0.00
C 0.0146 -3.7808 4.5852 -0.10 -0.71 -0.08
H 5.1859 -0.9333 2.4911 0.13 -0.03 0.07
H 4.5304 0.4511 1.5829 0.14 0.05 -0.06
H 4.6795 -1.1327 0.7902 -0.15 0.36 0.53
H 3.6584 -2.1157 3.8785 -0.24 0.03 -0.12
H -2.6708 3.4167 4.0784 0.12 0.17 -0.10
H -1.8077 5.5336 3.2586 -0.05 0.00 0.13
H -1.5236 5.4274 1.5095 0.01 0.00 -0.01
H -0.1624 5.4601 2.5999 0.28 0.15 0.02
H -1.9702 -1.2301 3.9677 0.47 -0.17 0.05
H -3.4092 -0.9896 2.9995 0.02 0.07 0.10
H -3.5538 -1.3381 4.7113 -0.20 -0.10 0.29
H -1.2919 0.5461 5.7328 0.04 0.12 -0.04
H -2.8856 0.2770 6.4178 -0.01 0.04 -0.01
H -2.3964 1.9166 6.0207 0.11 -0.01 -0.01
H -4.8196 1.1007 3.3055 0.06 -0.01 0.32
H -4.4079 2.2982 4.5490 0.01 -0.26 0.00
H -4.9491 0.6977 5.0389 -0.16 -0.08 0.03
H -3.7107 -3.0309 -1.2466 -0.22 -0.45 -0.18
H -4.6230 -1.3700 -2.5784 0.05 0.26 0.04
H -3.4730 -0.0660 -2.9839 0.01 0.16 -0.18
H -4.6953 0.2262 -1.7579 0.04 -0.08 -0.07
H -3.8362 -4.9357 -0.5135 0.02 0.04 0.14
H -2.7046 -6.1711 -0.0384 -0.04 -0.38 0.33
H -2.2890 -5.1306 -1.3204 0.30 0.27 -0.51
H -3.9450 -3.9276 1.8312 0.06 0.11 -0.01
H -2.4180 -3.6302 2.7408 -0.27 0.03 -0.29
H -2.9318 -5.2636 2.3860 -0.07 0.11 -0.19
H -0.1077 -4.7512 0.0055 -0.05 0.10 0.11
H -0.6280 -5.6734 1.3963 -0.23 0.05 0.00
H -0.1506 -4.0007 1.5977 0.16 0.36 0.27
H 1.3521 -1.1633 6.4043 0.10 0.13 -0.05
H 0.3288 -2.4784 6.9575 0.07 0.09 -0.18
H -0.3088 -1.3250 5.7850 0.31 -0.20 -0.09
H 3.1351 -2.8979 5.8072 -0.07 -0.02 -0.03
H 2.7832 -4.2219 4.6588 -0.35 0.44 0.36
H 2.0750 -4.2051 6.2803 -0.03 0.01 -0.04
H -0.8582 -3.2636 4.2139 -0.28 0.20 0.02
H -0.2864 -4.4153 5.4334 0.17 0.32 -0.15
H 0.3323 -4.4573 3.7826 0.11 0.10 0.16
C -0.2080 4.0104 -4.7882 -0.74 -0.57 -0.48
S -0.6327 3.9613 -3.0346 -0.26 0.12 -0.16
C -2.4324 4.1403 -3.1419 0.29 -0.17 0.13
H -0.6210 3.1315 -5.3308 0.24 0.58 0.36
H 0.8620 4.0192 -4.8992 0.41 0.00 0.09
H -0.6029 4.9259 -5.2310 -0.02 -0.06 0.11
H -2.6517 5.0832 -3.6126 -0.09 0.34 -0.19
H -2.8194 4.1589 -2.1303 -0.03 -0.02 0.16
H -2.8977 3.3270 -3.6889 0.07 -0.12 -0.05
C 1.5174 -3.0709 -2.2638 -0.29 0.31 -0.11
N 1.0069 -1.7183 -2.0282 -0.05 -0.64 -0.32
C 0.0913 -1.1314 -2.8033 0.12 -0.12 -0.08
N -0.4956 -1.8671 -3.7649 -0.38 -0.20 -0.46
O -0.2351 0.0723 -2.6833 0.06 0.58 0.32
H 2.3236 -3.2389 -1.5813 0.44 -0.09 0.46
H 1.9305 -3.1966 -3.2669 -0.14 0.16 -0.04
H 0.7700 -3.8462 -2.0814 -0.10 0.10 -0.01
H 1.4080 -1.1481 -1.2934 0.12 0.13 0.01
H -0.3595 -2.8555 -3.8956 0.16 0.12 0.13
H -1.1593 -1.4131 -4.3745 0.14 0.01 0.18
S 5.5237 3.3975 -5.1834 -0.23 0.08 -0.10
C 4.1310 2.9195 -4.2257 -0.20 -0.20 0.10
C 4.0929 3.2679 -2.8779 -0.64 -0.07 0.24
C 3.0037 2.9094 -2.0923 0.35 -0.15 -0.51
N 1.9752 2.1946 -2.5651 0.35 0.03 -0.07
C 2.0417 1.8215 -3.8466 -0.27 -0.26 -0.32
C 3.0551 2.1587 -4.6983 0.51 0.11 -0.78
C 4.7950 3.4040 -6.8183 -0.09 0.14 0.34
C 4.7848 2.2675 -7.5944 -0.09 -0.35 -0.80
C 4.1778 2.3266 -8.8578 0.27 -0.56 0.06
N 3.6184 3.4284 -9.3548 0.09 -0.91 -0.11
C 3.6252 4.4937 -8.5862 0.17 0.53 0.63
C 4.1923 4.5450 -7.3114 -0.26 0.07 -0.26
H 4.8548 3.8771 -2.4467 0.48 0.24 0.23
H 2.9480 3.1734 -1.0516 0.05 0.21 0.23
H 1.2256 1.2167 -4.2261 -0.06 0.07 0.10
H 3.0053 1.8462 -5.7450 0.03 0.07 0.44
H 5.2440 1.3573 -7.2388 0.03 -0.11 -0.06
H 4.1506 1.4275 -9.4948 0.04 0.52 0.33
H 3.1532 5.3648 -8.9989 -0.14 0.40 -0.08
H 4.1257 5.4466 -6.7266 0.11 0.17 0.07
```
Forces are in eV/Å.

Values from the calculation:
Molecular weight   903.4 g mol⁻¹
Maximum force   0.02426 Eh/bohr
HOMO level   -0.473 Ha
HOMO-LUMO gap   0.2771 hartree
Energy above the lowest of the compared OMol25 structures with the same formula, charge and spin   0.00 kJ/mol
Total charge   +2
Lowest unoccupied orbital energy   -5.32 eV